(1)
The molecule C5H4O3. Source: the Open Molecules 2025 dataset; level of theory: ωB97M-V/def2-TZVPD.

```
12
Properties=species:S:1:pos:R:3
C -0.174 -0.147 1.265
C -0.374 1.063 0.783
C 0.269 -1.096 0.051
C -0.318 1.108 -0.757
C 0.918 -2.047 -0.597
O 0.186 -1.378 1.416
O -1.110 2.035 1.426
O -1.107 1.844 -1.344
H -1.442 2.627 0.721
H 0.622 0.806 -1.240
H 1.305 -2.932 -0.101
H 1.225 -1.885 -1.624
```

Orbital gap: 9.4 eV
Electronic energy: -11385.3244 eV
Relative energy (zero: lowest compared OMol25 entry of this formula, charge and spin): 162.4 kcal/mol
SMILES string: C=C1O/C1=C(\O)C=O
Spin multiplicity: 1



(2)
A structure of composition C34H25GaN6O11S4. Source: the Open Molecules 2025 dataset; level of theory: ωB97M-V/def2-TZVPD.

```
81
Properties=species:S:1:pos:R:3
Ga -0.603 -1.339 0.281
C -3.581 -0.659 3.587
C -2.532 -0.418 2.536
N -2.290 -1.298 1.610
N -3.228 -2.311 1.515
C -3.092 -3.057 0.482
S -1.837 -3.018 -0.707
S -4.490 -4.129 0.168
C -5.311 -3.011 -1.034
C -5.449 -1.609 -0.513
C -6.395 -1.298 0.460
C -6.438 -0.032 1.023
C -5.525 0.940 0.628
C -4.586 0.642 -0.349
C -4.558 -0.622 -0.923
C -1.869 0.874 2.521
C -2.086 1.808 3.583
C -1.644 3.135 3.510
C -1.038 3.629 2.397
C -0.870 2.776 1.184
C -1.175 1.292 1.386
O -0.832 0.581 0.385
H -3.974 -1.664 3.507
H -3.146 -0.510 4.575
H -4.396 0.058 3.466
H -4.741 -3.024 -1.963
H -6.284 -3.470 -1.213
H -7.073 -2.070 0.806
H -7.170 0.192 1.789
H -5.539 1.921 1.087
H -3.858 1.383 -0.655
H -3.800 -0.862 -1.659
H -2.585 1.482 4.483
H -1.782 3.779 4.370
H -0.681 4.649 2.336
H -1.574 3.100 0.400
O 1.683 -2.885 -0.947
C 1.514 -1.796 -1.475
O 0.495 -1.017 -1.249
C 2.526 -1.222 -2.431
C 3.815 -1.718 -2.417
C 4.801 -1.171 -3.267
C 4.442 -0.148 -4.162
C 3.138 0.302 -4.145
C 2.158 -0.186 -3.294
N 2.788 1.419 -5.034
O 3.689 2.020 -5.601
O 1.614 1.725 -5.145
N 6.110 -1.609 -3.221
O 6.423 -2.535 -2.403
O 6.970 -1.050 -3.985
H 4.082 -2.517 -1.744
H 5.184 0.268 -4.822
H 1.163 0.230 -3.276
O 0.445 5.016 -0.877
S 0.547 3.586 -0.993
O -0.366 2.925 -1.872
N 0.443 2.926 0.556
C 1.613 2.449 1.066
S 1.824 1.966 2.609
C 2.641 2.468 -0.002
C 3.905 1.908 0.048
C 4.708 1.990 -1.080
C 4.269 2.638 -2.233
C 2.993 3.182 -2.299
C 2.206 3.064 -1.172
H 4.216 1.379 0.938
H 5.680 1.514 -1.082
H 4.909 2.673 -3.105
H 2.615 3.641 -3.204
O -0.525 -3.565 2.648
C 0.525 -2.995 2.440
C 1.861 -3.408 3.047
C 2.880 -2.529 2.339
C 2.035 -1.535 1.564
O 2.471 -0.577 0.973
N 0.698 -1.894 1.633
H 1.998 -4.477 2.896
H 1.811 -3.227 4.123
H 3.470 -3.074 1.601
H 3.566 -1.994 2.995
```

Orbital gap (spin up / spin down): 6.2 / 4.2 eV
Electronic energy: -162844.4604 eV
Net charge: -2
Relative energy (zero: lowest compared OMol25 entry of this formula, charge and spin): 21.0 kcal/mol
Spin multiplicity: 1



(3)
A structure of composition C26H28IrN7O4S3. Source: the Open Molecules 2025 dataset; level of theory: ωB97M-V/def2-TZVPD.

```
69
Properties=species:S:1:pos:R:3
Ir -0.398 0.542 -1.108
C 2.393 1.948 -0.222
N 1.516 0.932 0.405
C 0.936 1.463 1.649
C -0.389 0.814 1.952
N -1.380 1.303 0.995
C -2.693 0.630 1.148
C -1.596 2.741 1.080
C -1.633 3.432 2.285
C -1.926 4.787 2.305
C -2.196 5.454 1.119
C -2.146 4.767 -0.084
C -1.828 3.412 -0.097
S -1.665 2.563 -1.618
C 2.293 -0.282 0.578
C 3.070 -0.531 1.702
C 3.872 -1.660 1.779
C 3.920 -2.552 0.718
C 3.158 -2.304 -0.412
C 2.346 -1.172 -0.479
S 1.424 -0.951 -1.940
H 3.162 2.283 0.478
H 1.796 2.808 -0.532
H 2.885 1.507 -1.087
H 0.799 2.535 1.516
H 1.596 1.328 2.502
H -0.677 1.017 2.985
H -0.317 -0.266 1.837
H -3.100 0.810 2.147
H -2.574 -0.433 0.990
H -3.382 1.024 0.405
H -1.443 2.920 3.221
H -1.958 5.312 3.251
H -2.442 6.509 1.132
H -2.347 5.270 -1.023
H 3.095 0.160 2.534
H 4.465 -1.834 2.667
H 4.548 -3.433 0.766
H 3.155 -2.987 -1.252
C 2.262 2.131 -5.734
C 1.078 1.272 -5.503
N 0.471 0.538 -6.364
N -0.525 -0.084 -5.660
C -0.539 0.237 -4.370
S -1.572 -0.349 -3.174
N 0.474 1.121 -4.256
N 0.813 1.738 -3.071
H 2.493 2.134 -6.796
H 3.127 1.744 -5.192
H 2.075 3.155 -5.407
H -1.157 -0.711 -6.130
H 0.465 2.694 -3.047
H 1.822 1.731 -2.964
O -0.019 -3.122 -0.955
C -0.672 -2.570 -0.116
O -0.955 -1.276 -0.002
C -1.229 -3.418 1.012
C -1.843 -2.841 2.120
C -2.240 -3.628 3.188
C -2.023 -4.989 3.126
C -1.451 -5.587 2.019
C -1.053 -4.794 0.957
N -2.409 -5.831 4.280
O -2.218 -7.027 4.191
O -2.889 -5.268 5.247
H -2.010 -1.776 2.153
H -2.700 -3.201 4.067
H -1.314 -6.658 2.008
H -0.601 -5.229 0.078
```

Orbital gap (spin up / spin down): 5.9 / 6.1 eV
Electronic energy: -81372.0723 eV
Net charge: +1
Relative energy (zero: lowest compared OMol25 entry of this formula, charge and spin): 82.9 kcal/mol
Expectation value of S²: 0.7791
Spin multiplicity: 2



(4)
A structure of composition C6H12BaO4. Source: the Open Molecules 2025 dataset; level of theory: ωB97M-V/def2-TZVPD.

```
23
Properties=species:S:1:pos:R:3
C -0.614 -1.175 -0.716
H -0.964 -1.239 -1.753
H -1.117 -0.382 -0.140
H -0.776 -2.143 -0.217
O -4.037 -2.082 -0.775
C -4.660 -3.047 -0.402
H -5.769 -3.081 -0.458
H -4.157 -3.933 0.038
O 0.844 -0.898 -0.783
C 1.629 -1.059 0.445
C 1.252 0.008 1.440
O 1.868 1.254 0.995
C 1.053 2.302 0.474
C 1.891 3.004 -0.597
O 2.400 2.108 -1.530
Ba 2.957 0.279 -1.004
H 1.519 -2.075 0.850
H 1.667 -0.234 2.428
H 0.172 0.203 1.561
H 0.748 2.994 1.276
H 0.147 1.868 0.017
H 2.703 3.558 -0.080
H 1.243 3.769 -1.068
```

Orbital gap: 6.5 eV
Electronic energy: -15295.6850 eV
Spin multiplicity: 1



(5)
The molecule CHF3OS2. Source: the Open Molecules 2025 dataset; level of theory: ωB97M-V/def2-TZVPD.

```
8
Properties=species:S:1:pos:R:3
C -0.795 0.466 -0.513
O 1.418 0.679 1.275
F -0.390 1.265 -1.478
F -1.487 1.135 0.395
F -1.534 -0.521 -0.996
S 1.908 -1.509 -0.587
S 0.837 -0.383 0.507
H 0.044 -1.133 1.397
```

Orbital gap: 10.0 eV
Electronic energy: -32921.5482 eV
Relative energy (zero: lowest compared OMol25 entry of this formula, charge and spin): 3.7 kcal/mol
SMILES string: O=[S@H](=S)C(F)(F)F
Spin multiplicity: 1



(6)
A structure of composition C4H6NO. Source: the Open Molecules 2025 dataset; level of theory: ωB97M-V/def2-TZVPD.

```
12
Properties=species:S:1:pos:R:3
C 0.037 -0.652 1.026
C 0.701 0.141 0.180
C -1.229 -0.374 -0.052
C 2.015 0.716 -0.032
N -2.478 -0.495 -0.534
O -0.391 0.392 -0.745
H 0.133 -1.241 1.906
H 2.340 1.279 0.844
H 1.996 1.365 -0.904
H 2.756 -0.070 -0.194
H -2.685 -0.002 -1.399
H -3.194 -1.060 -0.095
```

Orbital gap: 9.8 eV
Electronic energy: -7773.4839 eV
Net charge: +1
Relative energy (zero: lowest compared OMol25 entry of this formula, charge and spin): 32.6 kcal/mol
Spin multiplicity: 1